No. 1
ORCA calculation (ωB97M-V with the def2-TZVPD basis set) on a cluster of 2 separate species, C3H7ClN2O in total in a non-equilibrium geometry.

Properties
HOMO level   -0.3453 hartree
Energy relative to the best compared isomer or geometry (same formula, charge and spin)   210.9 kJ/mol
SMILES   C/C(O)=N/Cl.C=N
E_tot   -763.3570 Eh
LUMO energy   0.63 eV
HOMO-LUMO gap   10.025 eV
Charge   0

Geometry as XYZ:
```
14
Properties=species:S:1:pos:R:3:forces:R:3
Cl -0.47503 1.79504 1.59620 0.7 0.0 -0.3
H 1.47743 -0.86437 -1.43548 0.3 -0.5 1.9
H -2.67050 0.18570 0.81289 0.4 -0.4 -0.9
C 1.15454 0.16918 0.41074 -0.4 0.7 -1.5
C 1.64136 -1.05550 -0.30707 -1.9 -1.6 -0.3
H -3.13351 0.67901 -0.86660 -2.3 1.4 -1.5
O 1.77457 1.22037 -0.06784 -0.7 3.7 0.8
H 1.21250 2.05643 0.28314 1.9 -2.3 -1.0
N 0.11399 0.24885 1.11506 -1.1 -1.5 1.8
H -0.85004 -0.88324 -0.30255 -1.9 0.3 -0.8
H 2.66339 -1.10780 -0.07194 1.6 -0.1 -0.2
N -1.61165 -0.47251 -0.92485 2.7 -1.4 -0.1
H 1.21633 -2.07419 0.05784 0.3 2.0 -0.7
C -2.51340 0.10302 -0.29953 0.5 -0.2 2.8
```
Forces are in eV/Å.



No. 2
ORCA calculation (ωB97M-V with the def2-TZVPD basis set) on the molecule C3H8ClNS in a non-equilibrium geometry.

Properties
HOMO level   -0.3372 hartree
Energy relative to the best compared isomer or geometry (same formula, charge and spin)   24.2 kJ/mol
SMILES   NC[C@H](S)CCl
E_tot   -1032.2255 Eh
LUMO energy   0.81 eV
HOMO-LUMO gap   9.981 eV
Charge   0

Geometry as XYZ:
```
14
Properties=species:S:1:pos:R:3:forces:R:3
C 0.52031 -0.01588 0.29562 -0.5 0.7 -1.1
H -0.42844 -1.48929 1.63656 0.4 1.6 0.0
H -0.73921 1.87489 -1.99944 -0.6 0.9 -0.8
Cl 1.61928 -0.94546 2.62041 0.3 -0.1 0.0
H -1.51265 -0.19007 -0.57241 0.1 0.1 0.1
H -0.20793 0.39483 -2.48109 0.0 -0.1 -0.2
H -0.27473 0.29465 2.26693 -0.3 -0.7 -0.5
N -0.20967 1.08358 -1.75164 0.1 -0.5 0.9
C -0.72651 0.57419 -0.48057 1.3 0.5 0.6
H 1.30683 0.76717 0.29159 -0.7 -0.2 0.4
H 0.27944 -2.05318 -0.82447 -0.3 -0.4 0.0
C 0.16850 -0.51790 1.65726 -0.4 -0.7 1.1
S 1.32466 -1.24191 -0.73761 0.5 -0.4 -0.2
H -1.11987 1.46438 0.07887 0.2 -0.9 -0.3
```
Forces are in eV/Å.



No. 3
ORCA calculation (ωB97M-V with the def2-TZVPD basis set) on a cluster of 3 separate species, C15H15N3 in total in a non-equilibrium geometry.

Properties
HOMO level   -0.3526 hartree
Energy relative to the best compared isomer or geometry (same formula, charge and spin)   292.7 kJ/mol
SMILES   c1ccncc1.c1ccncc1.c1ccncc1
E_tot   -744.7827 Eh
LUMO energy   0.64 eV
HOMO-LUMO gap   10.235 eV
Charge   0

Geometry as XYZ:
```
33
Properties=species:S:1:pos:R:3:forces:R:3
H 0.33630 -3.06362 1.84336 -0.2 0.5 0.3
H -3.29348 -0.03216 -5.18812 -0.3 0.1 -0.2
H 5.13463 2.78342 3.38687 0.2 -0.4 -0.2
N -1.58770 -3.24087 1.10881 -2.5 -0.7 -1.1
H -0.00222 -4.92633 -1.97125 0.0 -0.3 0.0
C 0.34028 -3.92573 -0.06155 -0.7 -1.8 -2.8
C -2.77320 3.21225 -4.99448 0.2 -1.5 -0.4
C 1.93713 2.12490 3.56846 2.0 -1.7 1.3
H -0.24519 2.03137 -3.02747 0.0 0.0 0.0
H 2.76613 1.08025 6.67521 0.7 -0.1 0.2
H 0.85470 1.31162 5.24826 0.0 -0.3 0.1
C 2.96855 1.40803 5.66625 0.7 0.6 -1.1
C -1.09337 2.01975 -3.69593 -0.9 0.1 -0.7
C 4.21980 1.85893 5.12319 -1.4 0.2 -0.3
N -3.28346 2.07836 -5.47129 0.2 -1.8 1.5
H -3.21094 4.08092 -5.46373 0.2 0.5 0.4
C -2.81219 0.89049 -4.89921 -0.2 1.8 -1.8
H -3.45986 -3.65246 0.21013 0.0 0.1 0.1
H 5.08387 2.01283 5.75255 0.1 -0.4 0.0
C 4.24940 2.31151 3.78697 -1.6 -0.1 1.2
C -1.84040 -4.22772 -1.06601 -0.1 -2.1 -0.2
H 1.41177 -4.04108 -0.13228 0.1 0.1 0.2
H -2.56451 -4.70706 -1.70811 0.3 0.1 -0.8
C 1.84833 1.50477 4.87171 -0.2 1.6 -1.8
H -1.28475 -0.07885 -3.74124 -0.1 -0.3 -0.4
H 1.04661 2.27001 2.97490 0.0 0.1 -0.1
C -0.28414 -3.34442 1.00514 -0.1 -0.2 0.3
C -2.39300 -3.73574 0.06426 2.1 2.2 3.0
H -1.34312 4.05007 -3.54534 -0.2 0.6 -0.5
C -0.47200 -4.48905 -1.10263 1.2 2.1 0.9
C -1.72181 3.18583 -4.07077 0.7 0.9 0.7
C -1.66578 0.84069 -4.16037 0.3 -0.2 1.3
N 3.13349 2.40903 3.01384 -0.5 0.3 0.8
```
Forces are in eV/Å.



No. 4
ORCA calculation (ωB97M-V with the def2-TZVPD basis set) on the molecule C4H7N3 in a non-equilibrium geometry.

Properties
HOMO level   -0.2723 hartree
Energy relative to the best compared isomer or geometry (same formula, charge and spin)   83.7 kJ/mol
SMILES   Nc1c[nH]c(N)c1
E_tot   -320.8514 Eh
LUMO energy   1.06 eV
HOMO-LUMO gap   8.470 eV
Charge   0

Geometry as XYZ:
```
14
Properties=species:S:1:pos:R:3:forces:R:3
C -0.32563 0.66816 -0.50818 0.2 0.0 0.3
H -2.15464 -0.78075 -1.98889 0.0 0.0 0.0
H -1.80789 -2.24383 -1.32390 0.0 0.3 0.1
H 0.94005 2.55551 1.32535 0.2 0.1 0.0
N -1.94730 -1.25776 -1.12301 0.1 0.1 -0.1
H 2.15116 2.24492 0.13796 0.1 0.0 0.1
H -0.14011 -2.35768 0.85768 0.0 0.2 -0.2
C -0.07309 -1.33995 0.48667 -0.1 0.0 -0.2
H 1.71810 -0.75658 1.45155 -0.2 0.1 0.2
C 0.70181 0.73836 0.37024 0.0 0.0 0.1
C -0.84296 -0.68042 -0.45155 0.3 0.1 0.1
N 0.85708 -0.45869 1.02061 0.2 0.1 -0.2
N 1.31338 1.96486 0.60704 0.7 -0.1 0.7
H -0.38997 1.70384 -0.86156 -1.5 -0.9 -1.0
```
Forces are in eV/Å.



No. 5
ORCA calculation (ωB97M-V with the def2-TZVPD basis set) on the molecule C6H9NO in a non-equilibrium geometry.

Properties
HOMO level (spin up / spin down)   -0.2950 / -0.2881 hartree
Energy relative to the best compared isomer or geometry (same formula, charge and spin)   353.3 kJ/mol
SMILES   C=C=C(C)C(=O)NC
E_tot   -363.8897 Eh
LUMO energy (spin up / spin down)   0.02 / -1.02 eV
HOMO-LUMO gap (spin up / spin down)   8.047 / 6.815 eV
Charge   0

Geometry as XYZ:
```
17
Properties=species:S:1:pos:R:3:forces:R:3
H -0.43036 2.63286 1.11934 -0.1 0.2 0.0
H -1.89941 2.23286 0.21860 0.2 -0.4 0.0
H -1.62933 -2.55485 0.98556 0.2 0.2 -0.2
H 2.92284 -0.05971 -0.89487 0.5 0.0 0.8
C -0.17368 0.99089 -0.22631 -1.6 0.1 0.3
C -0.97682 -0.24898 -0.02359 -0.1 -0.6 -0.4
C -0.60815 -2.60670 0.60197 0.2 -0.4 -0.1
C 2.35740 0.86387 -0.84343 1.1 -0.2 0.0
H -0.52452 -3.46398 -0.06996 -0.1 -0.1 0.2
H 0.64527 -1.44513 -0.62024 -0.2 0.4 0.3
O -2.14332 -0.21984 0.34947 0.9 -0.1 -0.1
H 2.88318 1.79504 -1.02499 -0.1 0.0 -1.1
C 1.11314 0.87042 -0.46812 0.1 0.3 -0.4
N -0.22291 -1.41059 -0.10507 -1.1 0.3 0.0
H -0.57692 3.06785 -0.59345 0.1 -0.2 0.1
C -0.81000 2.29672 0.14843 0.0 0.5 0.6
H 0.07357 -2.74072 1.44664 -0.1 -0.2 0.0
```
Forces are in eV/Å.



No. 6
ORCA calculation (ωB97M-V with the def2-TZVPD basis set) on the ion C22H24N2O with charge +2 in a non-equilibrium geometry.

Properties
HOMO level   -0.5134 hartree
E_tot   -1036.7885 Eh
LUMO energy   -8.18 eV
HOMO-LUMO gap   5.796 eV
Charge   +2

Geometry as XYZ:
```
49
Properties=species:S:1:pos:R:3:forces:R:3
H 1.70316 1.70930 2.44145 0.2 0.1 -1.2
H -3.97989 -4.53317 -3.01043 -0.4 0.7 0.8
H -5.33990 0.56487 0.62312 0.9 0.1 0.6
C -1.03360 1.34879 2.03041 -1.4 -0.5 -2.1
C 3.32316 2.07670 0.98010 -2.3 -0.5 0.0
H 4.21161 -0.08678 -1.63736 0.8 0.1 0.5
C -1.45313 1.09973 -0.47155 -1.2 -0.2 2.9
H -2.38321 -2.58933 0.62432 -1.0 -0.2 -0.6
C -2.44174 0.99113 2.26496 3.3 0.6 -1.0
C 4.49255 -0.96925 0.41451 -0.2 1.0 -0.4
H 3.16782 2.31682 -2.40342 -0.5 -0.2 1.2
N -3.22921 0.70321 1.18191 -0.4 0.4 -0.1
O -4.74514 -1.86148 2.62118 0.1 1.1 -0.4
H -1.17861 1.11895 -1.54555 -0.2 0.0 1.1
C -0.52922 1.39342 0.64996 -1.3 -0.4 -0.7
C -4.67053 -1.29692 1.56122 -0.1 -1.3 -0.4
H 5.29157 2.89617 -1.65059 -0.9 -0.4 0.9
N 3.66999 2.21607 -0.34784 -1.1 0.5 0.7
H -2.80772 0.94042 3.32122 -0.1 -0.1 -1.4
C 1.33877 1.90956 -1.13422 2.1 -0.1 2.5
H -0.33605 1.58171 2.86144 -1.0 -0.3 -0.6
C -4.54841 -2.15570 0.26799 0.3 -0.9 -2.5
C 5.04236 -0.23286 -0.89985 0.5 -1.1 0.2
C 5.90381 1.05959 -0.59669 -0.1 -1.0 0.1
H 3.36267 -0.95164 0.45064 1.2 -0.3 -0.1
C 5.10574 2.43147 -0.64370 2.4 -0.3 -0.5
C 1.94139 1.81863 1.35811 0.9 0.3 -2.5
H -3.54867 0.50417 -0.94330 0.5 0.2 1.1
H 5.74802 -0.97324 -1.37800 -0.8 0.9 0.3
H 4.83937 -0.35456 1.28803 -0.2 -1.0 -0.5
H 4.11838 2.13351 1.76769 -0.7 0.0 -1.1
C -4.14848 -3.87125 -2.12839 -0.1 1.4 1.9
C -5.66799 -2.41332 -0.65834 1.7 -0.7 -0.7
C -3.02348 -3.59738 -1.23586 -2.3 1.0 0.5
H -6.67888 -1.97620 -0.49102 1.0 -0.4 0.0
H 6.76605 1.04886 -1.32341 -1.0 0.5 0.7
H -1.99775 -4.01030 -1.39900 -1.2 0.3 0.1
H 5.60658 3.11841 0.09772 -1.1 -0.5 -0.6
C -3.25538 -2.76001 -0.06175 -0.7 -0.1 -0.5
C 2.74934 2.16140 -1.37558 -1.4 -0.4 0.6
C -2.82313 0.75607 -0.13134 2.5 0.5 -0.2
C -4.64576 0.29666 1.45787 -0.7 -0.9 0.1
C 0.94013 1.71272 0.28457 0.9 0.3 0.0
H 4.87940 -2.02074 0.47428 -0.5 1.1 0.1
H -4.98341 0.77877 2.40925 0.3 -0.6 -0.8
H 0.63417 1.84118 -1.98829 0.8 0.2 0.8
C -5.46639 -3.26229 -1.84108 2.1 -0.1 1.1
H -6.28276 -3.51348 -2.55970 0.6 0.5 1.0
H 6.36239 0.90164 0.42431 -0.5 0.4 -1.1
```
Forces are in eV/Å.



No. 7
ORCA calculation (ωB97M-V with the def2-TZVPD basis set) on a structure of composition C33H32N6O2Pt.

Properties
HOMO level   -0.5062 hartree
Energy relative to the best compared isomer or geometry (same formula, charge and spin)   6.1 kJ/mol
E_tot   -1874.6307 Eh
LUMO energy   -6.90 eV
HOMO-LUMO gap   6.874 eV
Charge   +2

Geometry as XYZ:
```
74
Properties=species:S:1:pos:R:3:forces:R:3
C 2.36004 -2.79309 -0.26601 0.0 0.0 0.0
H -0.61679 1.21900 -3.08962 0.0 0.0 0.0
C -0.84737 3.04148 -0.94894 0.0 -0.2 0.0
H 1.95493 -2.90342 3.09078 0.0 0.0 0.0
C 2.31098 1.77684 0.67462 -0.3 -0.2 -0.2
C 1.51290 -1.12659 -4.23812 0.0 0.0 0.0
H -2.17371 -3.73830 -1.78495 0.0 0.0 0.0
O 1.15811 4.14735 -0.32821 0.2 0.1 0.0
H -1.73574 -0.00171 2.04043 0.0 0.0 0.0
H 0.36441 2.69695 2.49109 0.0 0.0 -0.1
C -3.43431 -1.45966 1.51816 0.1 0.0 -0.1
N -2.18189 -0.61912 -0.41937 0.0 0.4 -0.3
H 2.88900 -3.26867 -1.07752 0.0 0.0 0.0
H 4.40026 1.63162 -1.95716 0.0 0.0 0.0
H 0.37862 0.43375 -5.20579 0.0 0.0 0.0
C -4.25162 -0.20329 1.69408 0.1 0.1 0.0
C 1.80968 -1.70980 -3.01508 0.0 0.0 -0.1
O -4.26315 -0.18106 -1.31030 -0.1 -0.1 0.0
N 1.02593 1.87173 0.03074 0.0 0.3 0.0
C -2.67967 1.57551 -1.31409 0.1 -0.1 0.0
N -1.12349 0.77369 1.76074 0.0 0.1 0.1
H -0.38717 0.89701 2.45323 0.1 0.0 0.0
C -2.57378 -1.69352 0.42236 -0.1 -0.3 0.2
C 3.62194 1.75609 2.67656 0.0 0.1 0.0
C 1.84639 -2.60358 2.05846 0.0 0.0 0.0
H 3.14179 0.42414 -2.01780 0.0 -0.1 0.0
H 2.50071 -2.53701 -2.96079 0.0 0.0 0.0
C 2.42472 2.06569 2.03727 0.1 0.0 0.1
H -3.37989 4.65328 -2.46644 0.0 0.0 0.0
H -5.19700 -0.29795 1.15765 0.0 0.0 0.0
C -2.03835 -2.97085 0.19346 -0.1 0.1 -0.1
H -1.82582 -4.94881 0.97709 0.0 0.0 0.0
C -2.99828 -3.71580 2.27816 0.0 0.0 0.0
C -1.40671 -3.32896 -1.12312 0.1 0.0 0.0
C 4.69871 1.24890 1.96737 0.0 0.0 0.1
H 5.62621 1.02584 2.47794 0.0 0.0 0.0
N 0.81971 -1.15111 0.48538 0.0 -0.1 0.0
H -3.78755 0.70256 1.29608 0.0 0.0 0.0
C -3.13755 0.15213 -1.03614 0.0 0.0 -0.1
H -0.99423 -2.46822 -1.64241 0.0 0.0 0.0
C 0.07797 0.39098 -3.09749 -0.1 0.1 -0.1
H -1.05131 5.05101 -1.59157 -0.1 0.0 0.0
H -4.40968 2.36555 -2.25805 0.0 0.0 0.0
H 2.72108 2.14126 -1.97452 0.0 0.0 0.0
C 1.49473 -1.74782 -0.51814 0.0 0.0 -0.1
H 1.48518 2.72412 3.86230 0.0 0.0 0.0
C -2.82489 3.84588 -2.00707 0.0 0.0 0.0
C -2.23589 -3.96006 1.14563 -0.1 0.0 0.1
C 0.99208 -1.56749 1.73987 0.0 0.0 0.1
H -1.68067 1.62646 1.79068 0.0 0.0 0.0
N 0.36080 -0.18014 -1.92576 0.0 0.0 0.2
C 0.63809 -0.05570 -4.27796 0.0 0.0 0.0
C -1.53623 4.08546 -1.52890 0.0 0.1 0.0
C 1.39880 2.87195 2.78712 -0.1 0.0 0.0
C 4.61137 1.11475 0.59299 0.0 0.0 -0.1
H 3.72492 1.96828 3.73383 0.0 0.0 0.0
C 3.40600 1.38782 -1.58516 0.0 0.1 0.0
C 2.54070 -3.22833 1.03859 0.0 0.0 0.0
H 1.96615 -1.50249 -5.14555 0.0 0.0 0.0
H 0.43573 -1.06185 2.51466 0.0 0.0 0.0
C 0.57564 3.09268 -0.37822 -0.4 -0.1 -0.1
H 3.21528 -4.04646 1.25232 0.0 0.0 0.0
C 1.22761 -1.21472 -1.86532 0.0 0.0 0.0
C -3.41133 2.58561 -1.90428 0.0 -0.1 0.0
H 5.48559 0.82584 0.02172 0.0 0.0 0.0
H -4.27011 -2.32311 3.28882 0.0 0.0 0.0
Pt -0.39671 0.37740 -0.12230 0.3 0.0 0.0
H 1.56322 3.93296 2.58454 0.1 0.0 0.0
C 3.42259 1.38917 -0.07866 0.1 -0.1 0.0
H -4.47507 -0.03594 2.74716 0.0 0.0 0.0
C -3.61546 -2.48697 2.44183 0.0 -0.1 0.0
H -0.63816 -4.09315 -1.00457 0.0 0.0 0.0
N -1.45639 1.85370 -0.86610 0.2 0.2 0.1
H -3.15260 -4.49973 3.00775 0.0 0.0 0.0
```
Forces are in eV/Å.



> The lowest E_tot belongs to which entry?

C33H32N6O2Pt